[1]
The following is a DFT calculation (ωB97M-V/def2-TZVPD) of a structure of composition C4H12NO2 in a non-equilibrium geometry.

The HOMO energy comes out at -2.0 eV. For the total energy, the calculation gives -364.6679 Ha. As for the net charge: -1. For the LUMO energy, the calculation gives 3.590 eV.

Element x y z (Å)
C1 -3.566528 0.546099 0.354183
N1 -2.431075 -0.215051 0.634739
C2 -2.226093 -1.001399 -0.548230
C3 0.466010 1.069129 -0.203314
C4 1.076036 -0.067947 0.342978
O1 2.113495 -0.698170 -0.366295
H1 -3.821172 1.271073 1.230679
H2 -4.478515 -0.130083 0.139440
H3 -3.557862 1.171600 -0.617042
H4 -1.269365 -1.507136 -0.658505
H5 -2.371079 -0.379167 -1.504585
H6 -2.999091 -1.785655 -0.662470
H7 0.606747 1.585680 -1.174881
H8 -0.141966 1.583099 0.461404
H9 0.069934 -0.121948 -0.428210
H10 0.867430 -0.413581 1.373727
H11 4.580346 -0.352760 0.651686
H12 3.325231 0.053873 -0.189935
O2 4.350297 0.355054 0.024022

Cartesian forces (eV/Å) of the 3 atoms listed first:
-1.5 0.8 0.8
1.3 -0.1 -0.8
-0.9 0.9 -0.2

[2]
The following is a DFT calculation (ωB97M-V/def2-TZVPD) of a cluster of 3 separate species, C4H12NO2 in total in a non-equilibrium geometry.

The HOMO energy comes out at -12.3 eV. For the total energy, the calculation gives -364.4419 Ha. As for the net charge: +1. For the LUMO energy, the calculation gives -8.777 eV.

Element x y z (Å)
O1 -0.110833 -0.584327 0.156035
C1 0.521734 0.244131 -0.427193
C2 1.854201 0.721565 0.016216
C3 2.287843 0.465626 1.336410
C4 1.452417 1.211181 2.445494
N1 -3.383742 0.149374 -2.444042
H1 0.145840 0.673696 -1.369468
H2 2.461173 1.194137 -0.750597
H3 2.089563 -0.622462 1.468627
H4 3.342378 0.646253 1.468028
H5 1.621716 2.271442 2.296374
H6 1.841392 0.964730 3.425092
H7 0.386598 1.002615 2.347472
H8 -3.447462 -0.746100 -1.984985
H9 -4.295468 0.592578 -2.505781
H10 -3.046755 0.067799 -3.395244
H11 -1.044887 -1.975398 -0.429928
H12 -1.108349 -3.540033 -0.945271
O2 -1.567359 -2.736807 -0.707239

Cartesian forces (eV/Å) of the 3 atoms listed first:
0.6 -0.1 0.9
-1.2 0.5 -1.6
0.3 -0.6 0.8

[3]
The following is a DFT calculation (ωB97M-V/def2-TZVPD) of a cluster of 3 separate species, C4H12NO2 in total in a non-equilibrium geometry.

The HOMO energy comes out at -14.1 eV. For the total energy, the calculation gives -364.4629 Ha. As for the net charge: +1. For the LUMO energy, the calculation gives -5.652 eV.

Element x y z (Å)
C1 1.663518 -1.550114 -1.014116
C2 1.160713 -0.275663 -0.508878
C3 1.791978 0.888700 -0.198427
C4 -1.259099 0.176289 0.085863
N1 -0.239261 -0.577995 -0.007993
H1 0.884051 -2.382201 -0.865047
H2 1.871577 -1.556454 -2.066669
H3 2.612051 -1.853360 -0.449307
H4 1.239745 1.664322 0.327289
H5 2.868980 0.975351 0.038771
H6 -1.562894 0.692726 -0.838822
H7 -1.843888 0.056053 1.060664
H8 -0.399675 -1.541389 0.135884
H9 -2.954569 3.674872 -1.065176
H10 -1.951676 3.026526 -2.144293
O1 -2.609566 2.782502 -1.409998
H11 0.033483 -1.642528 3.637721
H12 0.920205 -2.106565 2.350614
O2 0.086414 -1.582084 2.628457

Cartesian forces (eV/Å) of the 3 atoms listed first:
1.1 -2.5 1.0
-1.2 0.7 0.6
-1.1 -1.4 1.5

[4]
The following is a DFT calculation (ωB97M-V/def2-TZVPD) of a cluster of 3 separate species, C4H12NO2 in total in a non-equilibrium geometry.

The HOMO energy comes out at -14.2 eV. For the total energy, the calculation gives -364.3853 Ha. As for the net charge: +1. For the LUMO energy, the calculation gives -8.721 eV.

Element x y z (Å)
C1 0.533974 -1.589997 -0.863361
C2 -0.260850 -0.616400 0.029996
C3 -1.690699 -0.668003 0.099820
C4 0.478484 -0.126797 1.267088
N1 0.475596 0.736391 0.025026
H1 1.025609 -2.359454 -0.269440
H2 -0.162477 -2.055479 -1.574086
H3 1.314662 -1.019005 -1.369535
H4 -2.191551 -0.947884 -0.842858
H5 -2.130206 -1.112345 0.989296
H6 0.022271 0.389331 2.098918
H7 1.460789 -0.567912 1.437311
H8 -0.287217 1.420083 0.046936
H9 2.100912 0.886405 -0.333853
H10 3.574810 1.411890 -0.676696
O1 3.037815 0.642803 -0.471440
H11 -2.953763 2.453835 0.069680
H12 -2.248689 1.089306 0.117460
O2 -2.099468 2.033238 0.219746

Cartesian forces (eV/Å) of the 3 atoms listed first:
-1.0 0.1 -0.8
1.1 -0.1 1.1
1.9 -3.3 -1.6

[5]
The following is a DFT calculation (ωB97M-V/def2-TZVPD) of a structure of composition C4H12NO3 in a non-equilibrium geometry.

The HOMO energy comes out at -4.0 eV. For the total energy, the calculation gives -439.9530 Ha. As for the net charge: -1. For the LUMO energy, the calculation gives 3.583 eV.

Element x y z (Å)
C1 0.472611 0.599340 -0.952350
C2 0.299085 0.707479 0.579014
C3 1.650548 0.456319 1.308696
O1 2.811519 0.647758 0.464828
N1 -0.748915 -0.184598 1.156538
C4 -0.844531 -1.458818 0.554499
O2 -1.288030 -1.728724 -0.895486
H1 0.960585 1.558059 -1.186430
H2 1.106894 -0.234062 -1.219185
H3 -0.492960 0.733195 -1.447769
H4 0.102680 1.768580 0.778484
H5 1.675795 -0.625969 1.452641
H6 1.869562 1.019420 2.213555
H7 2.701073 1.450466 -0.054821
H8 -1.268911 -0.294533 0.102182
H9 -1.606489 -1.962479 1.138466
H10 0.061717 -2.078109 0.572385
H11 -3.269558 0.132700 -1.422938
H12 -1.761364 -0.875479 -1.283857
O3 -2.431311 0.369454 -1.858452

Cartesian forces (eV/Å) of the 3 atoms listed first:
0.3 1.7 0.9
1.3 0.0 0.5
0.6 -1.0 -1.5

[6]
The following is a DFT calculation (ωB97M-V/def2-TZVPD) of a structure of composition C4H12NO3 in a non-equilibrium geometry.

The HOMO energy comes out at -4.1 eV. For the total energy, the calculation gives -439.9715 Ha. As for the net charge: -1. For the LUMO energy, the calculation gives 3.966 eV.

Element x y z (Å)
C1 -1.097600 -1.619805 -1.193766
O1 -0.201877 -2.470598 -1.654624
C2 -0.422497 -0.774048 -0.021931
C3 0.934045 -0.120083 -0.414651
C4 0.874461 1.340308 -0.823030
O2 1.693420 -0.808467 -1.389804
N1 -0.990187 0.439257 1.206820
H1 -1.574882 -0.882634 -1.876227
H2 -1.967576 -2.064657 -0.652789
H3 -0.185980 -1.525796 0.719816
H4 1.435487 -0.189226 0.565843
H5 0.706164 2.011762 0.017122
H6 0.167109 1.526882 -1.638223
H7 1.815832 1.629907 -1.296179
H8 1.162932 -1.660780 -1.484821
H9 -1.222358 0.263708 0.206743
H10 -1.831359 0.036816 1.634006
H11 -0.336924 1.121971 2.505808
H12 0.799561 2.090097 2.467861
O3 0.242231 1.655385 3.122028

Cartesian forces (eV/Å) of the 3 atoms listed first:
-1.8 1.2 1.1
0.3 -0.2 0.1
3.3 -2.2 1.1

[7]
The following is a DFT calculation (ωB97M-V/def2-TZVPD) of a cluster of 2 separate species, C4H12NO3 in total in a non-equilibrium geometry.

The HOMO energy comes out at -12.7 eV. For the total energy, the calculation gives -439.7290 Ha. As for the net charge: +1. For the LUMO energy, the calculation gives -3.087 eV.

Element x y z (Å)
C1 -1.342542 1.235201 1.011340
C2 -0.999819 -0.254153 1.381102
C3 1.295804 -0.089970 -0.412486
C4 -0.588712 -1.077118 0.205259
N1 1.079944 0.083954 -1.920535
O1 2.382982 -0.868310 -0.289811
O2 -1.324981 -1.064804 -0.930153
O3 -0.162665 -2.299121 0.545962
H1 -2.461799 1.396035 0.657319
H2 -0.502820 1.780426 0.453811
H3 -1.328268 1.690836 1.990385
H4 -0.166336 -0.049157 2.090347
H5 -2.016919 -0.574289 1.877936
H6 1.337219 0.795157 0.099777
H7 1.692128 -0.520139 -2.420257
H8 1.318830 0.993118 -2.354507
H9 0.035295 -0.247211 -2.092985
H10 2.562432 -1.349093 0.496906
H11 -2.250096 -1.012404 -0.683749
H12 0.066028 -2.595157 1.478941

Cartesian forces (eV/Å) of the 3 atoms listed first:
-1.0 0.3 -0.3
-2.0 2.5 0.1
-3.2 -3.2 -0.8

[8]
The following is a DFT calculation (ωB97M-V/def2-TZVPD) of a cluster of 2 separate species, C4H12NO3 in total in a non-equilibrium geometry.

The HOMO energy comes out at -14.8 eV. For the total energy, the calculation gives -439.7769 Ha. As for the net charge: +1. For the LUMO energy, the calculation gives -3.784 eV.

Element x y z (Å)
O1 -0.956942 -1.323134 2.069695
C1 -1.178621 -0.937794 0.942989
C2 0.035056 -0.813016 0.023560
C3 0.696387 0.562575 0.332791
C4 0.689595 1.627507 -0.693234
O2 2.052431 0.241370 0.638711
N1 0.964306 -1.886818 0.554444
H1 -2.209120 -0.670428 0.535303
H2 -0.273158 -0.690538 -1.082404
H3 0.281224 1.036827 1.210527
H4 1.341525 2.420259 -0.536483
H5 0.988665 1.252646 -1.762653
H6 -0.336920 2.131094 -1.033981
H7 2.298034 0.742521 1.496570
H8 0.578455 -2.796333 0.474276
H9 1.143440 -1.601561 1.561182
H10 1.943391 -1.825433 0.051244
H11 -2.953209 0.846027 -0.834849
H12 -2.668406 1.117089 -2.347452
O3 -2.436129 0.567131 -1.600239

Cartesian forces (eV/Å) of the 3 atoms listed first:
-0.8 0.3 -0.6
-0.5 -0.2 0.2
-1.2 1.4 -1.0

[9]
The following is a DFT calculation (ωB97M-V/def2-TZVPD) of a cluster of 2 separate species, C4H12NO3 in total in a non-equilibrium geometry.

The HOMO energy comes out at -14.4 eV. For the total energy, the calculation gives -439.8320 Ha. As for the net charge: +1. For the LUMO energy, the calculation gives -3.294 eV.

Element x y z (Å)
O1 -1.906177 -0.493459 -1.353766
C1 -1.773447 -0.660553 -0.179572
C2 -0.691834 0.106830 0.606616
C3 0.392895 -0.907930 0.940561
C4 1.395598 -0.459699 1.987815
O2 1.043616 -1.129155 -0.324076
N1 -0.287875 1.253792 -0.205003
H1 -2.414660 -1.267068 0.480143
H2 -1.208157 0.468321 1.493606
H3 -0.067065 -1.835377 1.254112
H4 0.884186 -0.333797 2.939388
H5 2.119967 -1.266295 2.071688
H6 1.938380 0.465994 1.781240
H7 1.933081 -1.422845 -0.111168
H8 0.461609 1.813563 0.211386
H9 -1.061434 1.896623 -0.403210
H10 0.100861 0.948034 -1.120222
H11 -0.735937 0.277057 -3.435086
H12 0.312418 1.434878 -3.572984
O3 -0.436030 1.111089 -3.061472

Cartesian forces (eV/Å) of the 3 atoms listed first:
-0.3 -0.4 0.0
0.2 1.0 0.2
-1.7 -1.0 0.4

[10]
The following is a DFT calculation (ωB97M-V/def2-TZVPD) of a cluster of 2 separate species, C4H12NO3 in total in a non-equilibrium geometry.

The HOMO energy comes out at -15.3 eV. For the total energy, the calculation gives -439.7904 Ha. As for the net charge: +1. For the LUMO energy, the calculation gives -3.296 eV.

Element x y z (Å)
C1 -1.916898 0.406297 1.468789
C2 2.298862 0.356479 -0.861350
C3 -1.152382 -0.410836 0.368040
C4 -0.155192 0.310194 -0.488073
N1 1.032242 -0.217978 -0.332417
O1 -0.554785 -1.483941 1.094876
O2 -0.531578 -0.933951 -2.288510
O3 -0.333428 1.446032 -1.071612
H1 -2.402367 1.143400 0.858215
H2 -1.223193 1.040240 2.020080
H3 -2.652132 -0.166620 2.013969
H4 2.900893 0.636277 0.060225
H5 2.806161 -0.332961 -1.584545
H6 2.040778 1.299032 -1.390101
H7 -1.813110 -0.725774 -0.390080
H8 0.848230 -0.998556 0.278137
H9 -1.075727 -1.154439 -3.228860
H10 -0.483095 -1.112472 1.977890
H11 -0.425094 -1.834685 -2.014569
H12 -1.298771 1.477093 -1.410605

Cartesian forces (eV/Å) of the 3 atoms listed first:
1.0 1.2 -2.7
0.0 0.3 0.6
-1.4 0.4 2.3